Record 1
Density functional theory data (ωB97M-V/def2-TZVPD) for a 7-piece molecular cluster, C32H72N6O8P overall in a non-equilibrium geometry.

Output
F_max	1.08	eV/A
calculated total energy	-68960.6998	eV

ORCA input file:
```
! RIJCOSX wB97M-V def2-TZVPD def2/J DEFGRID3
* xyz -1 1
C -7.82729 4.02680 -0.87567
C -6.86375 4.98721 -1.60353
C -5.41048 4.56584 -1.42947
C -4.36143 5.66607 -1.48688
O -3.14670 4.98346 -1.28827
P -3.20469 3.36681 -2.09850
C -3.24084 1.70280 -2.99042
C -2.69383 0.50531 -2.20206
C -3.51517 0.06283 -0.98690
C -4.76052 -0.71167 -1.41431
C -2.65273 -0.82848 -0.06986
C -1.62676 0.01242 0.70242
C -2.33928 0.84939 1.72498
C -2.35318 2.18028 1.76397
C -1.24135 3.04383 1.21655
C -3.51457 2.91088 2.38344
O -4.99354 3.61776 -2.34963
H -8.13420 4.43474 0.09020
H -7.30581 3.08675 -0.68313
H -8.71751 3.80336 -1.46579
H -7.12043 4.96663 -2.66607
H -6.99708 6.00945 -1.23539
H -5.32613 4.18456 -0.38777
H -4.33012 6.12459 -2.49007
H -4.49871 6.41803 -0.69851
H -3.55306 2.81461 -0.81548
H -1.79103 3.24713 -1.81380
H -3.00780 4.06574 -3.35420
H -4.23772 1.48560 -3.38498
H -2.59661 1.84168 -3.86913
H -2.66685 -0.37038 -2.87129
H -1.65360 0.72233 -1.93795
H -3.82396 0.90029 -0.36208
H -4.50316 -1.70849 -1.78785
H -5.40815 -0.86098 -0.54339
H -5.34994 -0.17012 -2.15664
H -2.15138 -1.59488 -0.67142
H -3.31384 -1.30877 0.65937
H -0.93743 -0.68686 1.19112
H -1.03379 0.63265 0.02935
H -2.90694 0.30224 2.47701
H -0.40628 2.96019 1.91742
H -0.93902 2.74763 0.21298
H -1.54485 4.09170 1.21506
H -3.19760 3.85486 2.83993
H -3.99540 2.31954 3.16617
H -4.21544 3.16603 1.58499
C 0.60919 5.14057 3.42572
O 1.29316 4.14608 3.27494
N 0.88184 6.34393 2.89011
C 0.02103 7.49583 3.08406
C 2.07179 6.47837 2.07326
H -0.32551 5.13066 4.01171
H -0.36388 7.84848 2.13043
H 0.56923 8.31035 3.55832
H -0.81948 7.21858 3.71778
H 2.02934 5.79627 1.22305
H 2.96411 6.23554 2.65269
H 2.14010 7.50313 1.71396
C 1.03635 -2.05607 -0.31200
O 0.41145 -2.81646 0.40293
N 2.37554 -2.09002 -0.46333
C 3.06498 -1.16276 -1.33081
C 3.13905 -3.09218 0.26780
H 0.55060 -1.26245 -0.90511
H 3.60198 -1.69758 -2.11882
H 3.78446 -0.56566 -0.76511
H 2.34515 -0.48989 -1.79375
H 2.80683 -4.08851 0.00229
H 2.99636 -2.95807 1.34131
H 4.19393 -2.98894 0.02490
C 2.80037 -6.80637 0.60103
O 3.73176 -6.05567 0.34652
N 2.65242 -7.45918 1.76399
C 1.53154 -8.34304 2.01429
C 3.65596 -7.26642 2.79880
H 1.99472 -7.01502 -0.11974
H 0.95817 -7.98791 2.87292
H 1.89190 -9.35310 2.22285
H 0.88127 -8.37587 1.14154
H 3.70557 -6.21447 3.08210
H 4.63768 -7.56345 2.43732
H 3.40173 -7.86481 3.66950
C 0.40496 -8.09577 -2.59669
O 0.35546 -8.63174 -1.50537
N 1.23881 -8.46681 -3.58711
C 1.26058 -7.79190 -4.86741
C 2.14296 -9.57735 -3.34829
H -0.23872 -7.24262 -2.86500
H 1.02036 -8.48819 -5.67386
H 2.24586 -7.36206 -5.05861
H 0.52576 -6.98955 -4.86918
H 1.58135 -10.48183 -3.11212
H 2.79847 -9.35938 -2.50441
H 2.74370 -9.74549 -4.23906
C 0.04441 10.50691 0.82039
O -0.43917 10.25457 1.90767
N -0.67190 10.81852 -0.27517
C -0.04977 11.10017 -1.55069
C -2.12128 10.86193 -0.16341
H 1.13264 10.48689 0.63562
H -0.29730 12.11033 -1.88453
H -0.38724 10.38973 -2.30749
H 1.03151 11.01946 -1.45524
H -2.42192 11.60247 0.57834
H -2.50777 9.89288 0.15127
H -2.54505 11.12170 -1.13017
C 7.34044 -8.88063 3.18272
O 6.55884 -8.27820 3.89135
N 8.19280 -8.28723 2.32399
C 9.10620 -9.04275 1.49605
C 8.17834 -6.83523 2.23330
H 7.41231 -9.98198 3.17658
H 10.14092 -8.76813 1.71297
H 8.91133 -8.85594 0.43789
H 8.98049 -10.10641 1.69045
H 8.41231 -6.39249 3.20169
H 7.19221 -6.48172 1.93091
H 8.91636 -6.51746 1.50070
*
```

Results of the Mulliken charge analysis, in e, for atoms 1 through 99:
1. C -1.14
2. C -0.55
3. C 1.02
4. C -0.89
5. O -0.38
6. P 0.88
7. C -1.44
8. C -0.50
9. C 1.88
10. C -1.90
11. C -1.38
12. C 0.22
13. C -0.98
14. C 1.30
15. C -1.45
16. C -1.36
17. O -0.57
18. H 0.29
19. H 0.26
20. H 0.35
21. H 0.34
22. H 0.28
23. H -0.39
24. H 0.24
25. H 0.38
26. H -0.87
27. H 0.01
28. H -0.08
29. H 0.31
30. H 0.47
31. H 0.37
32. H 0.27
33. H -0.33
34. H 0.37
35. H 0.47
36. H 0.38
37. H 0.36
38. H 0.36
39. H 0.18
40. H 0.23
41. H 0.23
42. H 0.33
43. H 0.06
44. H 0.53
45. H 0.35
46. H 0.43
47. H 0.01
48. C 0.19
49. O -0.63
50. N 0.17
51. C -0.90
52. C -0.95
53. H 0.25
54. H 0.32
55. H 0.36
56. H 0.28
57. H 0.29
58. H 0.30
59. H 0.34
60. C 0.55
61. O -0.65
62. N 0.13
63. C -0.95
64. C -0.99
65. H -0.04
66. H 0.33
67. H 0.34
68. H 0.32
69. H 0.28
70. H 0.28
71. H 0.39
72. C 0.38
73. O -0.69
74. N 0.15
75. C -0.88
76. C -0.92
77. H 0.18
78. H 0.35
79. H 0.34
80. H 0.25
81. H 0.27
82. H 0.22
83. H 0.38
84. C 0.12
85. O -0.61
86. N 0.12
87. C -0.92
88. C -0.91
89. H 0.32
90. H 0.33
91. H 0.34
92. H 0.30
93. H 0.30
94. H 0.24
95. H 0.38
96. C 0.18
97. O -0.61
98. N 0.12
99. C -0.91

=====

Record 2
Density functional theory data (ωB97M-V/def2-TZVPD) for C32H73AlF5O13 as an isolated structure.

Output
F_max	0.65	eV/A
calculated total energy	-81163.4055	eV

ORCA input file:
```
! RIJCOSX wB97M-V def2-TZVPD def2/J DEFGRID3
* xyz -1 1
C 13.85444 -1.45972 1.06665
C 14.18577 -1.39854 -0.43009
O 13.05067 -1.10055 -1.22203
C 12.20954 -2.22357 -1.43467
C 10.85963 -1.78315 -1.95041
O 9.97055 -1.42502 -0.92651
C 10.00596 -0.05560 -0.53686
C 8.94841 0.75696 -1.25396
O 7.64311 0.35047 -0.98610
C 7.11050 0.83661 0.28518
Al 6.15599 -0.62878 1.36980
C 4.14289 -0.35088 1.11087
C 3.28540 -1.38297 0.34178
C 3.64952 -2.85971 0.48499
C 3.43120 -3.51044 1.83051
F 4.42804 -3.30624 2.71885
F 3.32034 -4.87672 1.66526
C 2.11667 -3.11128 2.54407
F 2.19071 -1.89807 3.07737
F 1.09281 -3.13125 1.67545
F 1.80566 -3.96570 3.53439
H 14.51384 -0.81292 1.64193
H 12.82860 -1.12052 1.20620
H 13.92479 -2.46953 1.46823
H 14.90232 -0.60288 -0.62771
H 14.62378 -2.34304 -0.77140
H 12.05593 -2.77236 -0.49998
H 12.68454 -2.90298 -2.15731
H 10.41129 -2.61655 -2.49703
H 11.00234 -0.96739 -2.67019
H 9.85828 -0.01916 0.54341
H 10.99036 0.37393 -0.75623
H 9.08762 1.81751 -0.98783
H 9.11615 0.66798 -2.33488
H 7.91926 1.29755 0.86251
H 6.39470 1.62650 0.02113
H 6.58058 -0.42901 2.94304
H 6.70214 -2.06768 0.86605
H 3.67412 -0.11719 2.06910
H 4.08914 0.58166 0.53722
H 3.37741 -1.14951 -0.71996
H 2.22631 -1.24129 0.57172
H 3.02117 -3.45160 -0.18698
H 4.68580 -3.02122 0.18942
C -0.56446 1.57729 -3.48516
O -0.81641 0.40766 -4.24263
C 0.35790 -0.27000 -4.65662
C 0.71855 -1.40535 -3.72234
O 1.05637 -0.94078 -2.43109
C -0.00174 -1.02409 -1.49188
H -1.48964 1.83797 -2.97162
H 0.21836 1.42114 -2.74078
H -0.27809 2.40913 -4.13839
H 1.19841 0.42816 -4.72963
H 0.16589 -0.67639 -5.65474
H 1.59478 -1.92518 -4.12311
H -0.10758 -2.12352 -3.67207
H -0.11902 -2.05396 -1.13524
H -0.94791 -0.68099 -1.91734
H 0.25860 -0.39131 -0.64501
C -2.55701 0.99391 2.70211
O -1.82109 -0.03531 2.07231
C -0.79347 -0.58616 2.89036
C -1.21142 -1.87128 3.57307
O -2.26749 -1.66449 4.50454
C -3.54397 -1.98951 3.99646
H -3.46859 1.14879 2.12320
H -2.82891 0.72865 3.72639
H -1.98661 1.92958 2.71540
H -0.47373 0.14304 3.64105
H 0.05752 -0.78959 2.23872
H -0.35701 -2.25913 4.13141
H -1.49654 -2.62270 2.82953
H -3.68929 -3.07584 3.96360
H -3.69570 -1.58177 2.99417
H -4.28498 -1.55775 4.66891
C -0.95790 6.52729 -1.22076
O -1.09690 5.20422 -1.70102
C -2.22928 4.52139 -1.19153
C -3.38326 4.52024 -2.16983
O -3.87846 5.82632 -2.42077
C -3.38510 6.40094 -3.61582
H -0.23538 7.03132 -1.86088
H -1.90500 7.07113 -1.25405
H -0.57838 6.53024 -0.19323
H -2.54456 4.95948 -0.23870
H -1.92547 3.48746 -1.00156
H -4.20439 3.93559 -1.74446
H -3.07925 4.04157 -3.10653
H -3.88592 5.97109 -4.49070
H -2.30703 6.25867 -3.71693
H -3.60030 7.46800 -3.57746
C -7.06520 -0.27595 0.09327
O -7.09253 -1.69154 0.04418
C -6.80533 -2.22657 -1.23692
C -5.35902 -2.65181 -1.37568
O -4.46683 -1.55975 -1.28304
C -3.88477 -1.40061 0.00179
H -7.01838 0.01361 1.14236
H -6.19702 0.13330 -0.42710
H -7.97776 0.14447 -0.34436
H -7.05409 -1.49930 -2.01743
H -7.44581 -3.10334 -1.37487
H -5.22271 -3.10543 -2.36261
H -5.11982 -3.40872 -0.62068
H -3.09371 -2.13962 0.16539
H -4.63294 -1.49415 0.79261
H -3.43909 -0.40972 0.04663
C -13.32910 0.93274 1.25871
O -12.74642 -0.18519 1.90028
C -11.59633 -0.68844 1.23968
C -10.30717 -0.19845 1.86007
O -10.15010 1.20619 1.74124
C -10.50610 1.92340 2.90787
H -14.01750 1.39268 1.96627
H -12.57652 1.66799 0.96537
H -13.89170 0.62342 0.37067
H -11.62154 -0.42266 0.17748
H -11.62706 -1.77920 1.31540
H -9.47072 -0.66684 1.33421
H -10.25625 -0.50178 2.91093
H -9.72683 1.83436 3.67275
H -11.45448 1.57424 3.32256
H -10.60458 2.97139 2.62867
*
```

Results of the Mulliken charge analysis, in e, for atoms 1 through 99:
1. C -0.97
2. C -0.31
3. O -0.37
4. C -0.53
5. C -0.69
6. O -0.30
7. C -0.17
8. C -0.75
9. O -0.39
10. C -0.64
11. Al 0.13
12. C -1.12
13. C 0.39
14. C -1.20
15. C 1.02
16. F -0.29
17. F -0.36
18. C 0.48
19. F -0.19
20. F -0.24
21. F -0.31
22. H 0.33
23. H 0.24
24. H 0.30
25. H 0.33
26. H 0.29
27. H 0.36
28. H 0.40
29. H 0.42
30. H 0.31
31. H 0.32
32. H 0.26
33. H 0.38
34. H 0.29
35. H 0.38
36. H 0.31
37. H -0.34
38. H -0.31
39. H 0.30
40. H 0.52
41. H 0.55
42. H -0.54
43. H 0.31
44. H 0.41
45. C -0.50
46. O -0.38
47. C -0.58
48. C -0.56
49. O -0.20
50. C -1.02
51. H 0.04
52. H 0.22
53. H 0.38
54. H 0.33
55. H 0.38
56. H 0.39
57. H 0.32
58. H 0.36
59. H 0.59
60. H 0.20
61. C -0.89
62. O -0.07
63. C -0.03
64. C -0.27
65. O -0.45
66. C -0.41
67. H 0.20
68. H 0.40
69. H 0.28
70. H 0.40
71. H -0.22
72. H 0.24
73. H 0.27
74. H 0.35
75. H -0.01
76. H 0.27
77. C -0.80
78. O -0.32
79. C -0.39
80. C -0.42
81. O -0.41
82. C -0.72
83. H 0.24
84. H 0.35
85. H 0.32
86. H 0.34
87. H 0.29
88. H 0.34
89. H 0.32
90. H 0.31
91. H 0.32
92. H 0.26
93. C -0.93
94. O -0.35
95. C -0.55
96. C -0.56
97. O -0.30
98. C -0.90
99. H 0.24